{"formula": "C4H8S2", "method": "wB97M-V/def2-TZVPD", "elements": ["C", "C", "C", "C", "H", "H", "H", "H", "H", "H", "H", "H", "S", "S"], "coordinates": [[2.42848, -0.15688, 0.76905], [0.18963, 0.81786, -0.66108], [-0.35153, 1.60420, 0.51245], [-1.27219, 0.74864, -0.34002], [3.11154, -1.05916, 0.91549], [3.01559, 0.72443, 0.46373], [1.93563, -0.02304, 1.69414], [0.45959, 1.46666, -1.48566], [-0.21270, 1.16816, 1.56522], [-0.26784, 2.71657, 0.38399], [-1.86836, 1.15056, -1.18427], [-1.03004, -1.57360, -0.27712], [1.28462, -0.62031, -0.54217], [-1.97898, -0.79554, 0.30730]], "forces_ev_per_angstrom": [[1.5, -1.1, -0.9], [1.1, -0.3, 0.6], [0.1, -0.2, 1.1], [-0.5, 0.0, -1.2], [-0.7, 1.2, -0.4], [-0.2, -0.4, 0.3], [-0.6, 0.4, 0.9], [-0.2, -0.2, -0.1], [-0.1, 0.9, -1.7], [-0.4, -1.3, 0.4], [0.2, 0.1, 1.1], [-0.4, 0.1, 0.3], [-0.3, 0.4, -0.1], [0.5, 0.4, -0.3]], "charge": 0, "orbital_gap_ev": 9.410, "smiles": "CS[C@@H]1C[C@@H]1S", "homo_ha": -0.3146, "de_lowest_kj_mol": 154.55, "spin_multiplicity": 1, "total_energy_ha": -953.527765, "mol_weight_g_mol": 120.2}

=====

{"formula": "C39H70FIO16S", "method": "wB97M-V/def2-TZVPD", "elements": ["C", "C", "C", "C", "C", "C", "C", "C", "C", "C", "C", "C", "C", "O", "C", "C", "C", "C", "C", "C", "C", "C", "C", "C", "C", "C", "O", "C", "I", "C", "S", "O", "O", "F", "C", "O", "H", "H", "H", "H", "H", "H", "H", "H", "H", "H", "H", "H", "H", "H", "H", "H", "H", "H", "H", "H", "H", "H", "H", "H", "H", "H", "C", "O", "H", "H", "H", "H", "C", "O", "H", "H", "H", "H", "C", "O", "H", "H", "H", "H", "C", "O", "H", "H", "H", "H", "C", "O", "H", "H", "H", "H", "C", "O", "H", "H", "H", "H", "C", "O", "H", "H", "H", "H", "C", "O", "H", "H", "H", "H", "C", "O", "H", "H", "H", "H", "C", "O", "H", "H", "H", "H", "C", "O", "H", "H", "H", "H"], "coordinates": [[-0.33281, -1.71225, 4.59228], [-0.05547, -1.10596, 3.59421], [0.22906, -0.41850, 2.37023], [-0.34309, 0.83943, 2.17450], [-0.09763, 1.55969, 0.99832], [0.72478, 1.01950, 0.00629], [1.08048, 1.78325, -1.23553], [2.42162, 2.51588, -1.07560], [3.08505, 2.79097, -2.43070], [3.48866, 4.25200, -2.61848], [1.25225, -0.25358, 0.17939], [2.11230, -0.74447, -0.96897], [1.37828, -1.18563, -2.23221], [1.99380, -1.17377, -3.27876], [-0.06180, -1.60612, -2.24404], [-0.43455, -2.92984, -2.49159], [-1.76366, -3.29399, -2.51746], [-2.76072, -2.36177, -2.29770], [-2.38526, -1.04451, -2.08550], [-1.06232, -0.66692, -2.06087], [1.03455, -0.98640, 1.35760], [1.65428, -2.33053, 1.66319], [1.48375, -3.40551, 0.57784], [3.12694, -2.16066, 2.09407], [3.27096, -1.36526, 3.38499], [-0.74399, 2.88744, 0.87246], [-0.25123, 3.85664, 0.34883], [-2.12122, 2.98236, 1.48613], [-3.44771, 4.23426, 0.51272], [-2.33834, 2.29859, 2.60751], [-3.84922, 2.29554, 3.52601], [-3.89106, 1.14003, 4.34899], [-4.13148, 3.58769, 4.03092], [-4.85577, 2.01756, 2.37124], [-1.21155, 1.48497, 3.19989], [-1.04334, 1.45166, 4.38954], [-0.60984, -2.03122, 5.56844], [0.30848, 2.50717, -1.47262], [1.19072, 1.11583, -2.08624], [2.28579, 3.45100, -0.53601], [3.08930, 1.91258, -0.45756], [2.46628, 2.47741, -3.26595], [4.00185, 2.20137, -2.50139], [4.07243, 4.35812, -3.53196], [2.60694, 4.88183, -2.72552], [4.10378, 4.60605, -1.79360], [2.72239, 0.08772, -1.31144], [2.78805, -1.53898, -0.68184], [0.33313, -3.67156, -2.66265], [-2.01808, -4.32826, -2.69396], [-3.79831, -2.65107, -2.28603], [-3.16274, -0.31307, -1.90268], [-0.83691, 0.37188, -1.90054], [1.14016, -2.70912, 2.54074], [0.97269, -4.26947, 0.99299], [2.45998, -3.75806, 0.23773], [0.94122, -3.05993, -0.29063], [3.47069, -3.17488, 2.30580], [3.70252, -1.71493, 1.29106], [2.91007, -0.34067, 3.28389], [2.67313, -1.83334, 4.16433], [4.29909, -1.31856, 3.73152], [-0.47395, 5.37068, 4.14440], [-0.58264, 5.77029, 2.77916], [-1.13074, 6.01388, 4.72416], [-0.78285, 4.33123, 4.28684], [0.55158, 5.48673, 4.50503], [-0.00773, 5.20945, 2.24886], [-3.77117, 0.51440, -5.97708], [-2.88734, 0.89502, -4.93487], [-3.85440, 1.36281, -6.65272], [-3.38488, -0.33970, -6.53538], [-4.76728, 0.27189, -5.59429], [-2.79716, 0.16076, -4.31907], [-4.06262, -3.24760, -6.41305], [-4.28506, -3.61144, -5.05164], [-3.05916, -2.83503, -6.48521], [-4.13299, -4.11976, -7.06656], [-4.78360, -2.49413, -6.73931], [-5.16679, -3.98927, -4.99857], [1.31906, 0.25968, -5.60198], [2.44689, 0.71287, -4.86004], [1.13866, 0.98761, -6.38993], [1.50772, -0.71648, -6.05592], [0.42624, 0.18976, -4.97448], [2.60527, 0.05910, -4.16783], [1.50504, 8.99456, 4.61695], [2.04670, 7.73710, 4.23429], [2.32184, 9.58924, 5.01847], [1.07391, 9.52088, 3.76142], [0.73963, 8.88277, 5.39022], [1.32760, 7.21083, 3.87372], [-3.72532, -1.65177, 1.78193], [-2.53755, -2.10914, 1.15106], [-4.29511, -2.52967, 2.07810], [-3.50243, -1.05990, 2.67531], [-4.33613, -1.05132, 1.09923], [-2.03221, -1.33638, 0.87872], [-1.34576, -4.95387, 2.91872], [-0.01882, -4.54019, 3.23951], [-1.87614, -4.05527, 2.61223], [-1.32403, -5.66170, 2.08484], [-1.86226, -5.41458, 3.76497], [0.48608, -5.31259, 3.50939], [4.84501, 0.83673, 6.62665], [4.13419, -0.36247, 6.34552], [5.90532, 0.60498, 6.56200], [4.61183, 1.61996, 5.89989], [4.62807, 1.20665, 7.63222], [3.19402, -0.16814, 6.39536], [5.99687, -0.08761, -0.82320], [5.24138, -1.25226, -0.49701], [5.30789, 0.62907, -1.26570], [6.44453, 0.35817, 0.06829], [6.78130, -0.31203, -1.54903], [5.83891, -1.89713, -0.10784], [-4.01151, -2.38848, 5.72137], [-3.14373, -1.43513, 6.31213], [-3.72245, -3.36810, 6.09708], [-5.05535, -2.20456, 5.99229], [-3.92005, -2.39106, 4.63249], [-3.38417, -0.56383, 5.97979], [-2.27632, -3.74148, -9.82513], [-3.57340, -4.32895, -9.87143], [-1.76998, -4.12279, -8.94216], [-1.68672, -4.00296, -10.70722], [-2.34534, -2.65271, -9.75020], [-4.01775, -3.98727, -10.65136]], "forces_ev_per_angstrom": [[0.0, 0.6, 0.1], [0.0, -0.4, 0.0], [-0.1, 0.4, 0.0], [0.1, 0.0, -0.2], [0.1, -0.3, 0.1], [-0.4, 0.7, 0.1], [0.1, 0.3, 0.2], [0.1, 0.0, -0.2], [0.6, 0.4, 0.1], [-0.1, -0.2, -0.3], [0.3, -0.7, 0.2], [-0.5, 0.1, 0.2], [0.1, -0.1, -0.2], [-0.2, -0.9, 0.6], [-0.1, -0.3, 0.1], [0.5, 0.4, 0.0], [-0.2, -0.4, 0.0], [0.4, 0.2, 0.0], [-0.9, -0.1, 0.1], [0.1, 0.3, 0.1], [-0.1, 0.0, 0.0], [0.1, 0.0, -0.1], [0.5, 0.0, 0.0], [-0.5, -0.1, 0.4], [-0.1, 0.0, -0.1], [0.1, 0.0, -0.1], [0.0, -0.1, -0.1], [-0.3, 0.2, 0.0], [0.2, 0.0, 0.0], [-0.1, -0.2, -0.1], [0.4, 0.1, 0.6], [0.0, 0.0, -0.1], [-0.1, 0.0, -0.1], [-0.2, -0.1, -0.2], [0.0, 0.1, 0.0], [0.0, -0.1, -0.1], [-0.1, -0.3, 0.0], [-0.1, 0.1, -0.2], [-0.3, 0.1, -0.1], [-0.2, 0.0, 0.1], [0.0, 0.0, 0.1], [-0.1, -0.1, 0.0], [0.0, -0.2, -0.1], [0.0, 0.1, -0.1], [0.0, 0.1, 0.2], [0.0, 0.1, 0.1], [0.4, -0.3, 0.1], [0.1, -0.2, 0.0], [0.1, -0.1, 0.0], [-0.1, -0.1, -0.1], [-0.1, 0.0, -0.1], [0.0, 0.2, 0.0], [0.1, 0.2, 0.0], [-0.1, 0.0, 0.0], [-0.2, 0.0, 0.0], [0.1, 0.0, -0.1], [-0.2, 0.0, -0.1], [0.3, 0.0, -0.3], [0.3, -0.1, -0.2], [0.0, 0.1, -0.1], [0.0, 0.0, 0.1], [0.1, 0.0, 0.0], [0.1, -0.1, -0.2], [0.0, 0.0, 0.2], [0.0, 0.0, 0.0], [0.0, 0.0, 0.1], [0.0, -0.1, 0.2], [0.0, 0.1, -0.1], [0.1, 0.0, 0.1], [0.0, 0.1, 0.0], [0.0, 0.0, 0.0], [0.0, 0.0, -0.1], [0.0, 0.0, 0.0], [0.0, -0.1, 0.0], [-0.1, -0.2, 0.1], [0.0, 0.1, 0.0], [0.0, 0.0, 0.1], [0.0, 0.1, -0.1], [0.0, 0.0, -0.1], [0.0, 0.0, 0.1], [0.3, 0.2, 0.1], [-0.1, 0.4, -0.5], [0.0, 0.0, 0.0], [0.0, 0.0, 0.0], [-0.1, 0.0, 0.0], [0.1, 0.1, -0.2], [0.0, -0.1, -0.1], [0.0, 0.1, 0.1], [0.0, 0.0, 0.0], [0.0, 0.0, 0.0], [0.0, 0.0, 0.0], [0.0, 0.0, -0.1], [0.2, 0.1, -0.1], [-0.1, 0.0, 0.0], [0.0, 0.0, 0.0], [0.0, 0.0, 0.0], [0.0, 0.0, 0.0], [0.1, -0.1, -0.1], [0.2, 0.1, -0.2], [-0.1, -0.2, 0.2], [0.0, 0.0, 0.0], [-0.2, 0.0, 0.0], [0.1, 0.0, 0.1], [0.0, 0.0, 0.0], [-0.1, -0.1, 0.0], [0.1, 0.1, 0.1], [0.0, 0.0, 0.0], [0.0, 0.0, 0.0], [0.0, 0.0, 0.0], [0.0, -0.1, 0.0], [0.0, -0.1, 0.1], [0.1, 0.1, 0.0], [0.0, 0.0, 0.0], [0.0, 0.0, 0.0], [0.0, 0.0, 0.0], [0.0, 0.0, 0.0], [0.0, 0.1, 0.0], [0.0, 0.0, 0.0], [0.0, 0.0, 0.0], [0.0, 0.0, 0.0], [0.0, 0.0, 0.0], [0.1, 0.0, -0.1], [-0.2, 0.1, -0.1], [0.1, 0.0, 0.1], [0.0, 0.0, 0.0], [0.0, 0.0, 0.0], [0.1, 0.0, 0.0], [-0.1, 0.0, 0.0]], "charge": 0, "orbital_gap_ev": 7.362, "smiles": "C#Cc1c2c(c(CCCC)c(CC(=O)c3ccccc3)c1[C@@H](C)CC)C(=O)C(I)=C(S(=O)(=O)F)C2=O.CO.CO.CO.CO.CO.CO.CO.CO.CO.CO.CO", "homo_ha": -0.3326, "spin_multiplicity": 1, "total_energy_ha": -3527.357159, "mol_weight_g_mol": 972.9}

=====

{"formula": "C3H9NO3", "method": "wB97M-V/def2-TZVPD", "elements": ["O", "C", "O", "C", "C", "N", "H", "H", "H", "H", "H", "H", "H", "H", "H", "O"], "coordinates": [[1.23400, -1.54883, 0.57098], [0.85818, -0.36508, 0.72027], [0.28717, 0.14924, 1.81489], [0.76684, 0.74595, -0.45248], [0.22907, 0.05121, -1.77860], [-0.19309, 1.98489, -0.02673], [-0.20865, -0.65380, 2.29920], [1.79784, 1.04723, -0.48304], [0.73968, -0.85607, -2.10573], [-0.78055, -0.31216, -1.60131], [0.25089, 0.77128, -2.59161], [-0.35346, 2.01832, 0.93196], [0.46692, 2.92281, -0.14290], [-0.95200, -1.80174, 0.67970], [-2.48293, -2.12898, 0.78009], [-1.65992, -2.02426, 1.38531]], "forces_ev_per_angstrom": [[-1.1, 3.5, 0.5], [-0.4, -1.1, -2.0], [-1.4, -3.2, 1.6], [-1.6, -0.6, 1.5], [0.4, 0.5, 1.2], [4.4, 1.2, -3.7], [1.7, 2.3, -1.1], [0.4, 0.6, -0.7], [0.6, 0.3, 0.4], [-0.3, 0.5, 0.0], [-0.2, 0.1, 0.0], [-0.2, -0.6, 2.1], [-2.2, -3.1, 0.1], [-1.5, -0.9, 1.7], [1.9, 0.3, 1.8], [-0.5, 0.4, -3.4]], "charge": 0, "orbital_gap_ev": 10.585, "smiles": "C[C@@H](N)C(=O)O.O", "homo_ha": -0.3676, "de_lowest_kj_mol": 216.46, "spin_multiplicity": 1, "total_energy_ha": -400.139044, "mol_weight_g_mol": 107.1}

=====

{"formula": "C6H9BrCl2", "method": "wB97M-V/def2-TZVPD", "elements": ["C", "C", "C", "C", "C", "C", "Cl", "Cl", "Br", "H", "H", "H", "H", "H", "H", "H", "H", "H"], "coordinates": [[-0.14119, -0.49317, 0.94832], [-0.36678, 0.40515, 0.01850], [1.76974, 0.69586, -0.91186], [-1.14614, 0.14890, -1.23418], [-0.42497, 1.84314, 0.46145], [-0.12027, -1.96653, 0.63509], [2.03653, -0.74878, -1.71928], [1.55713, -2.63662, 0.94472], [2.93292, 0.84765, 0.70643], [0.29037, -0.21675, 1.85215], [-0.50602, 0.66144, -1.93385], [-2.10075, 0.68249, -1.00727], [-1.37385, -0.96883, -1.26700], [-1.38082, 2.03518, 0.68376], [0.00429, 2.54820, -0.31731], [0.24921, 2.03805, 1.25570], [-0.50917, -2.18546, -0.37686], [-0.77022, -2.68992, 1.26148]], "forces_ev_per_angstrom": [[0.6, -2.9, -0.9], [-1.7, 1.7, 0.3], [0.4, 0.3, 1.1], [-0.5, -0.9, 1.8], [4.2, 0.1, -2.6], [-1.4, -1.6, 1.0], [0.5, -0.3, -0.3], [-0.5, 0.1, -0.3], [-0.2, -0.1, -1.0], [0.6, 0.4, 1.6], [-0.6, -0.3, -1.4], [0.6, -0.3, -0.9], [0.4, 1.8, -1.1], [-3.6, 1.2, 1.0], [-1.0, -0.8, 0.4], [0.3, -0.1, 1.3], [1.1, 0.1, 0.4], [0.9, 1.7, -0.5]], "charge": 0, "orbital_gap_ev": 7.855, "homo_ha": -0.3314, "de_lowest_kj_mol": 178.60, "spin_multiplicity": 1, "total_energy_ha": -3728.246836, "mol_weight_g_mol": 231.9}

=====

{"formula": "C5H16O3S2", "method": "wB97M-V/def2-TZVPD", "elements": ["C", "C", "O", "C", "S", "S", "C", "C", "H", "H", "H", "H", "H", "H", "H", "H", "H", "H", "H", "H", "H", "H", "O", "H", "H", "O"], "coordinates": [[-1.88853, 0.70270, 1.64119], [-0.47269, 1.23916, 1.39056], [-0.41012, 2.66519, 1.51244], [-2.57102, 0.05117, 0.44425], [-2.20389, -1.69772, 0.05659], [-0.32358, -2.10886, 0.64609], [0.67444, -1.63558, -0.79290], [0.30698, -2.38195, -2.06894], [-1.90116, 0.01183, 2.48939], [-2.55792, 1.50407, 1.98300], [0.27352, 0.89093, 2.07301], [-0.24018, 0.99979, 0.37400], [-1.28359, 3.06865, 1.57057], [-3.62875, 0.04814, 0.69462], [-2.40020, 0.57323, -0.49286], [1.73545, -1.78139, -0.56314], [0.73240, -0.55047, -0.86961], [1.08702, -2.21162, -2.81473], [-0.63384, -2.05320, -2.49490], [0.31289, -3.44853, -1.83080], [3.58807, 0.43252, -0.51327], [3.36170, -0.33386, 0.71007], [3.51396, -0.48994, -0.23218], [2.26459, 2.14352, -1.43721], [1.17129, 2.56920, -0.49773], [1.49315, 1.79301, -0.97748]], "forces_ev_per_angstrom": [[0.1, -0.4, 0.5], [-1.4, 0.9, -0.1], [0.2, 0.6, -0.1], [0.2, -0.1, 0.2], [-0.5, -0.2, 0.2], [0.5, 0.1, 0.1], [0.6, 0.4, -0.2], [0.6, 0.2, 0.3], [0.1, -0.2, -0.1], [0.3, 0.2, -0.2], [0.3, -0.7, 0.3], [0.6, -0.4, -0.5], [0.1, -0.3, -0.1], [-0.2, -0.1, -0.4], [-0.1, 0.5, 0.1], [-0.3, -0.7, 0.4], [-0.7, 0.1, -0.3], [0.0, 0.0, 0.0], [-0.2, -0.2, 0.1], [-0.3, 0.0, -0.3], [-0.1, -0.3, -0.4], [-0.1, -0.5, 0.0], [0.3, 0.7, 0.5], [-0.1, -0.1, -0.2], [-0.2, -0.2, 0.2], [0.3, 0.5, 0.0]], "charge": 0, "orbital_gap_ev": 8.989, "smiles": "CCSSCCCO.O.O", "homo_ha": -0.3181, "de_lowest_kj_mol": 10.81, "spin_multiplicity": 1, "total_energy_ha": -1222.176296, "mol_weight_g_mol": 188.3}

=====

Number 1: maximum force 0.0395 hartree/bohr. Number 2: maximum force 0.0213 hartree/bohr. Number 3: maximum force 0.1135 hartree/bohr. Number 4: maximum force 0.0961 hartree/bohr. Number 5: maximum force 0.0326 hartree/bohr.